Entry 1:
Computed, not measured: C37H40AsNP2Tc as an isolated structure in a non-equilibrium geometry, with the ωB97M-V functional and the def2-TZVPD basis.

Summary:
HOMO level (spin up / spin down) (eV): -12.9 / -13.2
Spin multiplicity: 4
Charge: +2
Frontier orbital gap (spin up / spin down) (eV): 6.171 / 3.971

XYZ file:
```
82
Properties=species:S:1:pos:R:3:mulliken_spin:R:1
C -4.231 -3.006 -1.784 0.0192
C -3.791 -1.701 -1.628 0.0672
C -4.055 -1.027 -0.382 -0.0106
C -4.723 -1.731 0.694 -0.0055
C -5.162 -3.075 0.473 0.1414
C -4.927 -3.688 -0.741 0.0494
C -4.886 -1.045 1.911 0.0962
C -4.388 0.261 2.067 -0.0183
C -3.755 0.873 0.916 -0.0236
C -3.196 2.197 1.019 0.0701
C -3.286 2.863 2.231 0.0281
C -3.925 2.270 3.361 0.0371
C -4.464 1.002 3.289 0.1550
H -4.034 -3.533 -2.724 -0.0001
H -5.672 -3.608 1.283 0.0043
H -5.261 -4.717 -0.909 0.0016
H -5.388 -1.540 2.751 -0.0088
H -2.856 3.867 2.328 0.0011
H -3.976 2.834 4.299 0.0016
H -4.941 0.542 4.161 0.0036
N -3.632 0.242 -0.262 0.2527
Tc -0.143 -0.248 -0.292 2.2378
C -2.971 -0.980 -2.658 0.0298
H -3.227 0.092 -2.665 -0.0037
H -3.126 -1.410 -3.663 0.0045
C -2.483 2.743 -0.179 0.0288
H -3.018 2.453 -1.098 -0.0046
H -2.396 3.843 -0.130 0.0077
P -1.121 -1.077 -2.298 -0.0550
P -0.732 2.048 -0.369 -0.0400
C 0.123 3.058 0.934 0.0327
H 1.211 2.888 0.861 -0.0027
H -0.091 4.137 0.834 0.0001
H -0.209 2.705 1.924 -0.0103
C -0.244 2.996 -1.898 0.0108
H -0.399 4.083 -1.777 0.0015
H 0.820 2.806 -2.122 0.0024
H -0.846 2.641 -2.751 -0.0009
C -0.834 -2.885 -2.560 0.0175
H -1.276 -3.242 -3.508 -0.0002
H 0.252 -3.067 -2.558 0.0002
H -1.272 -3.433 -1.710 -0.0021
C -0.465 -0.387 -3.897 -0.0068
H 0.637 -0.448 -3.891 0.0003
H -0.852 -0.942 -4.770 -0.0011
H -0.752 0.673 -3.984 -0.0003
H -1.430 -0.672 0.470 -0.0715
H 0.357 -1.817 -0.215 -0.0666
C 5.081 -3.889 0.496 0.0014
C 3.949 -3.809 1.309 -0.0005
C 3.165 -2.654 1.300 0.0073
C 3.505 -1.566 0.480 0.0032
C 4.649 -1.647 -0.329 -0.0007
C 5.433 -2.808 -0.319 -0.0008
As 2.241 -0.070 0.429 -0.0458
C 2.283 0.421 2.303 -0.0029
C 1.123 0.494 3.075 0.0798
C 1.211 0.827 4.432 0.0230
C 2.461 1.079 5.015 0.0010
C 3.621 1.002 4.239 -0.0004
C 3.531 0.675 2.887 -0.0025
C 2.894 0.898 -1.127 -0.0130
C 3.448 2.175 -0.991 0.0005
C 3.920 2.855 -2.120 -0.0001
C 3.837 2.260 -3.382 0.0035
C 3.288 0.982 -3.518 0.0006
C 2.818 0.302 -2.390 0.0433
H 5.679 -4.792 0.491 0.0001
H 3.667 -4.648 1.932 0.0000
H 2.272 -2.614 1.912 0.0064
H 4.927 -0.836 -0.986 0.0009
H 6.304 -2.879 -0.957 0.0000
H 0.157 0.294 2.629 -0.0698
H 0.315 0.887 5.035 0.0009
H 2.532 1.330 6.065 0.0003
H 4.589 1.190 4.687 -0.0002
H 4.435 0.610 2.293 0.0006
H 3.518 2.638 -0.015 0.0003
H 4.348 3.844 -2.015 -0.0001
H 4.202 2.787 -4.255 0.0000
H 3.229 0.517 -4.494 -0.0003
H 2.404 -0.692 -2.492 -0.0060
```


Entry 2:
Computed, not measured: a 5-piece molecular cluster, C37H40BrClO16S overall in a non-equilibrium geometry, with the ωB97M-V functional and the def2-TZVPD basis.

Summary:
HOMO level (eV): -9.4
Frontier orbital gap (eV): 8.349

XYZ file:
```
96
Properties=species:S:1:pos:R:3:mulliken_charge:R:1
C 1.027 -2.952 3.173 -0.6546
C 0.929 -2.547 2.044 -0.3903
C 1.057 -2.321 0.611 0.5532
C 2.269 -2.615 -0.028 -0.9520
C 2.436 -2.423 -1.403 -0.5364
C 1.370 -1.960 -2.178 -1.0282
C 0.155 -1.666 -1.555 0.4916
C -0.004 -1.822 -0.165 0.6412
C -1.345 -1.426 0.401 0.0030
O -1.489 -1.094 1.559 -0.5713
C -2.554 -1.412 -0.519 0.0927
C -3.813 -1.504 0.046 -0.4948
C -4.986 -1.532 -0.734 0.7799
C -6.318 -1.660 -0.010 -1.6834
C -7.297 -0.474 -0.221 -0.2855
C -6.840 0.851 0.428 -0.9275
C -5.690 1.610 -0.274 -0.1607
S -6.019 2.240 -1.945 1.0228
O -5.749 3.656 -1.907 -0.5647
O -5.134 1.592 -2.873 -0.4677
Cl -7.984 2.043 -2.472 -0.2096
C -4.815 -1.469 -2.119 0.6533
Br -6.341 -1.575 -3.280 -0.1291
C -3.544 -1.334 -2.731 0.9331
C -3.441 -1.224 -4.246 -2.1615
C -2.397 -1.302 -1.926 0.2100
C -0.990 -1.169 -2.432 0.0171
O -0.690 -0.661 -3.490 -0.6056
H 1.045 -3.349 4.170 0.4384
H 3.129 -2.992 0.533 0.9399
H 3.417 -2.643 -1.827 0.4768
H 1.461 -1.797 -3.251 0.4848
H -3.873 -1.553 1.136 0.3911
H -6.805 -2.619 -0.243 0.4333
H -6.090 -1.693 1.070 0.2938
H -8.240 -0.756 0.280 0.3691
H -7.538 -0.396 -1.284 0.2599
H -6.629 0.717 1.501 0.3845
H -7.714 1.527 0.398 0.3973
H -4.745 1.056 -0.334 -0.1124
H -5.487 2.507 0.329 0.4900
H -4.165 -1.859 -4.767 0.5219
H -2.445 -1.473 -4.615 0.3917
H -3.696 -0.179 -4.493 0.3246
C 0.078 0.270 3.763 -1.2633
C -0.672 1.314 4.552 0.4085
C 0.055 2.627 4.693 -0.4488
O -0.445 3.122 5.940 -0.3439
C -0.813 2.043 6.682 0.6090
O -1.088 2.083 7.836 -0.5321
O -0.822 0.916 5.924 -0.3546
H -0.513 -0.636 3.674 0.2587
H 0.313 0.627 2.760 0.3724
H 1.006 -0.007 4.269 0.3508
H -1.671 1.459 4.130 0.3035
H -0.171 3.323 3.887 0.3191
H 1.139 2.513 4.774 0.3072
C 7.286 -1.128 3.727 -1.4886
C 6.168 -1.215 2.716 0.5034
C 5.002 -2.063 3.156 -0.5436
O 4.488 -2.544 1.907 -0.3249
C 5.524 -2.558 1.029 0.5516
O 5.489 -3.082 -0.040 -0.4896
O 6.596 -1.903 1.528 -0.3273
H 8.080 -0.478 3.359 0.3686
H 6.925 -0.732 4.676 0.3775
H 7.733 -2.109 3.896 0.3598
H 5.842 -0.212 2.427 0.2470
H 4.243 -1.493 3.688 0.3439
H 5.297 -2.921 3.764 0.2847
C -4.891 6.610 -1.187 -1.3936
C -3.805 7.655 -1.272 0.5038
C -3.389 8.000 -2.679 -0.4550
O -2.022 8.390 -2.506 -0.3297
C -1.556 7.746 -1.404 0.6125
O -0.413 7.693 -1.088 -0.5272
O -2.575 7.168 -0.715 -0.3436
H -5.163 6.432 -0.146 0.3720
H -5.783 6.923 -1.730 0.3854
H -4.548 5.659 -1.590 0.3561
H -4.097 8.551 -0.715 0.2603
H -3.970 8.817 -3.102 0.3194
H -3.425 7.146 -3.360 0.2852
C 9.483 -3.590 -1.926 -1.3714
C 8.361 -3.670 -2.933 0.5396
C 7.192 -4.510 -2.487 -0.0191
O 6.669 -4.989 -3.732 -0.3330
C 7.698 -5.014 -4.619 0.6302
O 7.658 -5.537 -5.683 -0.5348
O 8.781 -4.360 -4.120 -0.3589
H 10.280 -2.945 -2.297 0.3511
H 9.126 -3.192 -0.976 0.3115
H 9.924 -4.574 -1.759 0.3644
H 8.039 -2.665 -3.221 0.2370
H 6.445 -3.934 -1.950 -0.0202
H 7.486 -5.370 -1.878 0.2497
```


Entry 3:
Computed, not measured: C37H40F10Ga as an isolated structure in a non-equilibrium geometry, with the ωB97M-V functional and the def2-TZVPD basis.

Summary:
HOMO level (eV): -4.8
Charge: -1
Frontier orbital gap (eV): 7.170

XYZ file:
```
88
Properties=species:S:1:pos:R:3:mulliken_charge:R:1
C 1.309 0.343 2.410 -1.6314
C 2.714 -0.245 2.196 0.8677
C 3.753 0.912 2.197 -1.4862
C 2.833 -1.132 0.932 -0.7960
C 1.518 -1.765 0.411 -1.0001
Ga 0.565 -0.722 -1.079 -0.0901
C -1.082 0.327 -0.472 -0.9468
C -1.904 -0.384 0.625 0.3771
C -3.208 0.310 0.830 0.2564
F -4.029 0.436 -0.235 -0.3808
C -3.658 0.806 1.973 0.3589
F -4.921 1.175 2.200 -0.2829
F -2.900 0.998 3.049 -0.2649
C 1.911 0.541 -2.003 -1.2627
C 2.124 1.784 -1.117 1.0587
C 2.624 2.966 -1.917 0.1186
F 2.169 3.096 -3.193 -0.3063
C 3.541 3.860 -1.457 0.3323
F 3.318 4.709 -0.450 -0.2709
F 4.790 3.991 -1.929 -0.2191
H 0.620 -0.438 2.727 0.3509
H 0.948 0.804 1.491 0.1269
H 1.361 1.097 3.198 0.5434
H 2.947 -0.876 3.058 0.5531
H 4.427 0.884 3.050 0.3697
H 4.316 0.906 1.262 0.2476
H 3.222 1.863 2.233 0.2047
H 3.369 -0.621 0.129 0.2966
H 3.468 -1.978 1.227 0.3901
H 1.821 -2.708 -0.058 0.4842
H 0.866 -2.051 1.242 0.3894
H 0.065 -1.795 -2.196 -0.5001
H -1.728 0.444 -1.346 0.7542
H -0.875 1.349 -0.131 0.3806
H -2.153 -1.383 0.276 0.2315
H -1.374 -0.402 1.574 -0.3458
H 1.474 0.838 -2.955 0.5853
H 2.867 0.039 -2.160 0.3018
H 1.222 2.056 -0.554 0.1402
H 2.887 1.566 -0.373 -0.8272
F 5.425 1.370 -2.584 -0.2529
C 5.743 1.485 -3.883 0.4518
C 6.379 0.424 -4.499 -0.5328
C 6.714 0.528 -5.840 -0.3125
C 6.421 1.686 -6.545 -0.5478
C 5.785 2.742 -5.905 -0.5130
C 5.434 2.649 -4.565 -0.1488
H 6.603 -0.467 -3.928 0.4162
H 7.205 -0.300 -6.336 0.3529
H 6.686 1.766 -7.591 0.3630
H 5.557 3.647 -6.452 0.3532
H 4.934 3.459 -4.062 0.3474
F -3.723 -2.860 0.693 -0.1447
C -4.732 -3.317 1.450 0.2433
C -5.261 -2.494 2.427 -0.0002
C -6.307 -2.968 3.202 -0.4938
C -6.805 -4.250 3.001 -0.3464
C -6.255 -5.059 2.016 -0.6435
C -5.213 -4.592 1.228 -0.6021
H -4.853 -1.503 2.568 0.2069
H -6.736 -2.334 3.967 0.3894
H -7.620 -4.616 3.612 0.3897
H -6.639 -6.060 1.861 0.4445
H -4.776 -5.202 0.448 0.4829
F 4.282 3.181 4.002 -0.1749
C 4.377 4.522 3.985 0.2291
C 4.758 5.185 5.135 -0.5860
C 4.856 6.569 5.104 -0.3299
C 4.566 7.266 3.939 -0.5558
C 4.181 6.575 2.796 -0.3262
C 4.088 5.192 2.812 -0.2837
H 4.972 4.623 6.033 0.4117
H 5.159 7.105 5.995 0.3499
H 4.641 8.345 3.921 0.3557
H 3.951 7.114 1.887 0.3852
H 3.797 4.636 1.931 0.5364
F -7.033 -7.399 -0.765 -0.3176
C -7.637 -6.431 -1.490 0.3110
C -7.861 -6.645 -2.835 -0.4300
C -8.484 -5.648 -3.572 -0.3320
C -8.864 -4.460 -2.961 -0.4842
C -8.625 -4.269 -1.607 -0.5227
C -8.010 -5.262 -0.860 -0.1174
H -7.549 -7.575 -3.292 0.4154
H -8.672 -5.800 -4.626 0.3488
H -9.346 -3.684 -3.542 0.3747
H -8.914 -3.342 -1.130 0.3759
H -7.820 -5.137 0.196 0.3558
```


| no. | total energy (eV) |
| --- | --- |
| 1 | -122106.9955 |
| 2 | -165177.3081 |
| 3 | -118564.8169 |